[1]
{"formula": "C51H43B2BrDyN13O2", "method": "ωB97M-V/def2-TZVPD", "homo_energy_ev": [-3.462, -1.800], "multiplicity": 5, "charge": -1, "species": ["Dy", "C", "C", "C", "C", "N", "C", "C", "C", "C", "C", "C", "N", "C", "C", "C", "C", "C", "N", "H", "H", "H", "H", "H", "H", "H", "H", "H", "H", "H", "C", "C", "N", "N", "C", "B", "N", "C", "C", "C", "N", "N", "C", "C", "C", "N", "N", "C", "C", "C", "N", "H", "H", "H", "H", "H", "H", "H", "H", "H", "H", "H", "H", "Br", "C", "C", "C", "C", "N", "C", "H", "H", "H", "H", "O", "B", "O", "C", "C", "C", "C", "C", "C", "H", "H", "H", "H", "N", "C", "C", "C", "C", "C", "C", "H", "H", "H", "H", "H", "H", "H", "C", "C", "C", "C", "C", "C", "C", "H", "H", "H", "H", "H"], "xyz": [[-0.023, 0.437, 0.176], [0.878, 4.961, -0.713], [0.240, 4.739, 0.512], [-0.731, 3.778, 0.599], [-1.165, 3.079, -0.578], [-0.522, 3.312, -1.751], [0.458, 4.198, -1.783], [-2.931, 1.829, 0.613], [-4.296, 1.627, 0.940], [-4.626, 1.098, 2.172], [-3.635, 0.847, 3.109], [-2.299, 1.021, 2.725], [-1.967, 1.398, 1.471], [-1.172, 0.831, 3.606], [-1.314, 0.752, 5.000], [-0.206, 0.639, 5.799], [1.059, 0.615, 5.188], [1.123, 0.701, 3.812], [0.065, 0.796, 3.011], [1.665, 5.694, -0.814], [0.502, 5.332, 1.381], [-1.254, 3.618, 1.532], [0.926, 4.326, -2.755], [-5.071, 1.840, 0.223], [-5.665, 0.896, 2.412], [-3.888, 0.476, 4.088], [-2.299, 0.796, 5.441], [-0.298, 0.588, 6.876], [1.958, 0.547, 5.778], [2.082, 0.681, 3.307], [1.653, -4.313, -0.572], [0.782, -3.720, 0.342], [-0.031, -2.868, -0.267], [0.282, -2.901, -1.563], [1.299, -3.755, -1.780], [-0.523, -2.188, -2.665], [0.263, -1.001, -3.204], [0.896, -0.885, -4.382], [1.370, 0.403, -4.489], [0.978, 1.014, -3.297], [0.324, 0.158, -2.520], [-1.861, -1.705, -2.082], [-3.079, -2.041, -2.540], [-4.018, -1.578, -1.648], [-3.266, -0.952, -0.656], [-1.969, -1.014, -0.934], [-0.818, -3.256, -3.719], [-1.299, -4.477, -3.394], [-1.457, -5.198, -4.554], [-1.043, -4.312, -5.558], [-0.666, -3.159, -5.041], [2.423, -5.031, -0.378], [0.707, -3.888, 1.399], [1.684, -3.919, -2.767], [0.925, -1.702, -5.073], [1.906, 0.833, -5.311], [1.098, 2.034, -2.994], [-3.215, -2.574, -3.461], [-5.084, -1.677, -1.701], [-3.628, -0.473, 0.231], [-1.500, -4.742, -2.376], [-1.810, -6.204, -4.663], [-1.007, -4.470, -6.620], [4.217, 4.106, 2.791], [3.863, 3.178, 1.168], [4.912, 2.933, 0.282], [4.551, 2.258, -0.891], [3.248, 1.880, -1.090], [2.234, 2.113, -0.221], [2.579, 2.776, 0.908], [5.927, 3.225, 0.499], [5.301, 2.033, -1.632], [2.974, 1.340, -1.984], [1.779, 2.972, 1.612], [2.792, -1.523, -0.401], [2.142, -0.670, 0.528], [3.149, -0.334, 1.487], [4.295, -0.964, 1.155], [5.525, -0.953, 1.781], [6.522, -1.753, 1.236], [6.287, -2.533, 0.113], [5.058, -2.524, -0.534], [4.069, -1.719, -0.005], [5.698, -0.354, 2.661], [7.498, -1.776, 1.700], [7.079, -3.168, -0.262], [4.872, -3.127, -1.410], [-1.226, -1.811, 2.037], [-2.168, -2.163, 2.984], [-3.475, -2.479, 2.608], [-4.427, -2.754, 3.568], [-4.104, -2.721, 4.916], [-2.801, -2.440, 5.293], [-1.838, -2.180, 4.339], [-0.272, -1.867, 2.370], [-1.346, -2.221, 1.118], [-3.734, -2.498, 1.560], [-5.438, -2.990, 3.264], [-4.859, -2.912, 5.664], [-2.534, -2.417, 6.340], [-0.820, -1.973, 4.634], [-2.422, 2.384, -0.589], [-3.228, 2.381, -1.816], [-2.772, 1.753, -2.974], [-3.530, 1.784, -4.128], [-4.766, 2.411, -4.148], [-5.233, 3.028, -3.000], [-4.467, 3.024, -1.851], [-1.818, 1.247, -2.960], [-3.159, 1.314, -5.027], [-5.356, 2.439, -5.054], [-6.193, 3.529, -3.008], [-4.814, 3.559, -0.978]], "mulliken_charge": [0.790, -0.663, -0.738, -0.538, -0.296, -0.032, -0.504, -0.300, -0.962, -1.578, -0.379, -0.290, 1.889, 0.385, -0.856, -0.714, -1.115, -0.221, 0.871, 0.448, 0.370, 0.360, 0.534, 0.585, 0.366, 0.313, 0.482, 0.438, 0.492, 0.239, -1.573, -0.542, 0.005, 0.843, -0.477, -0.076, 0.546, -0.075, -2.103, -0.559, 0.770, 0.133, -0.096, -2.264, -0.358, 0.841, 1.064, -0.421, -0.995, -0.524, -1.329, 0.521, 0.374, 0.462, 0.714, 0.445, 0.367, 0.510, 0.529, 0.605, 0.495, 0.428, 0.457, -0.208, -0.476, -0.498, -0.845, -0.305, 1.121, -0.453, 0.455, 0.499, 0.090, 0.565, -0.309, 1.319, -0.303, 0.296, -1.341, -0.559, -0.698, -1.074, 0.758, 0.524, 0.401, 0.391, 0.528, 0.553, 0.358, -0.627, -0.663, -0.662, -0.635, -0.373, 0.037, 0.145, 0.607, 0.409, 0.365, 0.440, 0.542, 1.358, -0.577, 0.339, -0.989, -0.602, -0.901, -0.472, 0.595, 0.474, 0.394, 0.380, 0.533]}



[2]
{"formula": "C29H27Cl2IrN5O2S", "method": "ωB97M-V/def2-TZVPD", "homo_energy_ev": [-3.146, -4.948], "multiplicity": 5, "e_above_lowest_kj_mol": 18.2, "charge": -1, "species": ["Ir", "N", "C", "C", "C", "C", "C", "C", "C", "C", "C", "C", "C", "C", "N", "C", "C", "C", "C", "N", "H", "H", "H", "H", "H", "H", "H", "H", "H", "H", "Cl", "C", "Cl", "C", "O", "O", "H", "C", "C", "C", "C", "C", "C", "C", "C", "C", "C", "H", "H", "H", "H", "H", "H", "H", "H", "H", "H", "H", "H", "N", "C", "N", "S", "H", "H", "H", "H"], "xyz": [[-0.056, -0.068, 0.056], [7.147, -0.270, 7.423], [6.360, -0.175, 6.588], [5.384, -0.067, 5.559], [5.295, -1.049, 4.565], [4.345, -0.951, 3.573], [3.423, 0.107, 3.547], [3.527, 1.085, 4.548], [4.491, 1.009, 5.529], [2.393, 0.183, 2.510], [1.028, 0.295, 2.911], [0.523, 0.393, 4.223], [-0.872, 0.426, 4.131], [-1.184, 0.328, 2.787], [-0.048, 0.245, 2.046], [2.820, 0.152, 1.150], [4.137, 0.103, 0.659], [4.072, 0.249, -0.735], [2.735, 0.385, -1.052], [1.972, 0.344, 0.076], [5.982, -1.885, 4.593], [4.267, -1.725, 2.821], [2.852, 1.929, 4.521], [4.586, 1.794, 6.269], [1.104, 0.431, 5.128], [-1.579, 0.497, 4.943], [-2.153, 0.323, 2.319], [5.031, -0.006, 1.251], [4.892, 0.257, -1.436], [2.302, 0.531, -2.029], [-1.482, -0.622, -5.273], [0.042, -0.767, -4.375], [1.416, -0.363, -5.420], [0.002, 0.188, -3.146], [0.082, 1.392, -3.383], [-0.104, -0.451, -2.069], [0.152, -1.798, -4.062], [-0.317, -3.085, 2.323], [-0.566, -3.014, 0.803], [-1.520, -4.169, 0.440], [-1.193, -1.701, 0.433], [0.743, -3.145, 0.015], [2.000, -3.064, 0.608], [3.157, -3.192, -0.150], [3.086, -3.413, -1.514], [1.839, -3.486, -2.122], [0.689, -3.340, -1.367], [-1.276, -3.068, 2.842], [0.261, -2.227, 2.669], [0.209, -4.007, 2.584], [-2.405, -4.119, 1.077], [-1.024, -5.131, 0.588], [-1.852, -4.107, -0.596], [-2.244, -1.708, 0.140], [2.096, -2.887, 1.672], [4.123, -3.106, 0.332], [3.989, -3.529, -2.101], [1.764, -3.646, -3.191], [-0.271, -3.363, -1.866], [0.625, 3.320, -0.997], [-0.053, 2.883, 0.052], [0.398, 3.162, 1.294], [-1.571, 2.114, -0.130], [1.551, 3.700, -0.870], [0.425, 2.851, -1.898], [1.385, 3.335, 1.413], [-0.053, 2.650, 2.039]], "mulliken_charge": [1.186, -0.609, -0.009, 0.514, -0.993, -0.014, 0.577, -0.360, -0.985, 0.614, -0.540, -0.564, -1.314, -0.564, -0.090, -0.215, -0.556, -1.429, -0.866, 0.422, 0.453, 0.427, 0.533, 0.431, 0.689, 0.451, 0.418, 0.640, 0.454, 0.473, -0.210, 0.671, -0.212, 0.130, -0.728, 0.022, -0.106, -1.853, 2.894, -1.974, -1.688, -0.054, 0.575, -0.765, -0.614, -0.741, -0.298, 0.437, 0.209, 0.425, 0.510, 0.388, 0.390, 0.326, 0.368, 0.311, 0.427, 0.349, 0.268, -0.273, 0.332, -0.375, -0.365, 0.247, 0.275, 0.287, 0.242]}



[3]
{"formula": "CH3NO3S", "method": "ωB97M-V/def2-TZVPD", "homo_energy_ev": -10.579, "e_above_lowest_kj_mol": 64.1, "charge": 0, "species": ["C", "N", "O", "O", "O", "S", "H", "H", "H"], "xyz": [[-0.341, 0.226, 0.507], [-0.675, -0.626, 1.529], [-0.309, -0.434, -0.649], [-0.211, 1.398, 0.682], [1.862, -0.222, -2.096], [0.500, 0.192, -2.084], [-0.703, -1.592, 1.246], [-0.754, -0.376, 2.494], [0.631, 1.435, -1.629]], "mulliken_charge": [0.772, -0.396, -0.424, -0.554, -0.462, 0.478, 0.206, 0.197, 0.182]}



[4]
{"formula": "C3H6InO3", "method": "ωB97M-V/def2-TZVPD", "homo_energy_ev": [-19.735, -21.159], "multiplicity": 2, "e_above_lowest_kj_mol": 0.0, "charge": 2, "species": ["C", "O", "C", "C", "O", "H", "H", "H", "H", "H", "In", "O", "H"], "xyz": [[1.406, 0.914, -0.536], [0.197, 0.192, -0.202], [-0.957, 0.838, -0.105], [-2.098, 0.001, -0.197], [-1.949, -1.248, -0.172], [2.140, 0.156, -0.818], [1.190, 1.587, -1.371], [1.738, 1.457, 0.354], [-0.967, 1.925, -0.190], [-3.076, 0.451, -0.404], [-0.095, -1.852, 0.146], [1.049, -2.447, 1.377], [1.423, -1.973, 2.118]], "mulliken_charge": [-0.547, -0.432, 0.116, 0.106, -0.420, 0.259, 0.369, 0.349, 0.523, 0.433, 1.369, -0.497, 0.371]}



[5]
{"formula": "C2H4O3P", "method": "ωB97M-V/def2-TZVPD", "homo_energy_ev": -2.338, "e_above_lowest_kj_mol": 521.0, "smiles": "O=C([O-])[PH2]=CO", "charge": -1, "species": ["C", "C", "O", "O", "O", "P", "H", "H", "H", "H"], "xyz": [[-2.182, 0.028, -0.002], [1.559, -0.519, -0.459], [-2.515, -0.981, -0.550], [-2.470, 1.058, 0.462], [2.286, -1.266, 0.480], [0.064, 0.237, 0.062], [2.129, 0.338, -0.873], [1.633, -1.394, 1.184], [-0.448, 1.406, 0.725], [-0.056, 1.094, -1.030]], "mulliken_charge": [0.470, -0.336, -0.491, -0.467, -0.465, -0.084, 0.100, 0.262, 0.013, -0.001]}



[6]
{"formula": "C9H24InNO3PS", "method": "ωB97M-V/def2-TZVPD", "homo_energy_ev": -4.010, "charge": -1, "species": ["C", "C", "C", "O", "C", "In", "C", "C", "N", "O", "C", "C", "C", "O", "P", "S", "H", "H", "H", "H", "H", "H", "H", "H", "H", "H", "H", "H", "H", "H", "H", "H", "H", "H", "H", "H", "H", "H", "H", "H"], "xyz": [[-0.938, 3.908, -2.207], [0.591, 3.987, -2.025], [1.114, 2.877, -1.136], [1.391, 1.762, -1.918], [2.096, 0.726, -1.181], [0.645, -0.218, 0.247], [-1.387, -0.050, -0.644], [-1.400, -0.249, -2.154], [-0.569, -1.366, -2.613], [1.035, -2.237, 0.606], [-0.078, -2.899, 1.130], [0.178, -3.457, 2.503], [-0.971, -4.417, 2.889], [0.171, -2.314, 3.360], [0.820, 1.094, 2.473], [2.426, 0.723, 3.569], [-1.436, 4.766, -1.775], [-1.223, 3.857, -3.251], [-1.348, 3.032, -1.720], [1.065, 3.914, -2.993], [0.805, 4.935, -1.551], [0.341, 2.670, -0.389], [2.007, 3.196, -0.587], [2.956, 1.189, -0.700], [2.431, 0.035, -1.939], [-1.733, 0.960, -0.441], [-2.098, -0.710, -0.162], [-2.428, -0.429, -2.467], [-1.073, 0.673, -2.625], [-0.144, -1.868, -1.846], [0.128, -1.064, -3.275], [-0.929, -2.224, 1.284], [-0.426, -3.692, 0.459], [1.141, -3.957, 2.537], [-0.602, -5.425, 3.030], [-1.451, -4.077, 3.794], [-1.731, -4.407, 2.120], [0.199, -2.614, 4.282], [0.813, 2.467, 2.129], [-0.390, 0.901, 3.187]], "mulliken_charge": [-0.895, -0.631, -0.174, -0.401, -0.923, 0.952, -1.138, -0.271, -0.664, -0.762, -0.691, 0.448, -1.252, -0.461, 0.101, -0.531, 0.322, 0.281, 0.111, 0.290, 0.328, 0.092, 0.409, 0.405, 0.243, 0.306, 0.478, 0.368, 0.086, 0.262, 0.261, 0.228, 0.302, 0.318, 0.301, 0.344, 0.341, 0.239, -0.005, -0.014]}